Entry 1:
13
Properties=species:S:1:pos:R:3 method="wB97M-V/def2-TZVPD" de_lowest_kcal_mol=21.1 e_tot_ha=-340.7613 lumo_ev=0.95 smiles=Nc1cc[nH]c1O multiplicity=1
N -1.92 0.52 0.12
C -0.51 0.32 0.10
C 0.61 1.20 0.20
C 1.75 0.45 0.09
N 1.37 -0.87 -0.10
C 0.01 -0.94 -0.08
O -0.64 -2.11 -0.25
H -2.28 0.62 -0.82
H -2.17 1.36 0.63
H 0.58 2.28 0.36
H 2.79 0.72 0.11
H 1.98 -1.66 -0.23
H -1.58 -1.89 -0.12

---

Entry 2:
18
Properties=species:S:1:pos:R:3 method="wB97M-V/def2-TZVPD" de_lowest_kcal_mol=38.8 e_tot_ha=-269.0545 lumo_ev=1.11 smiles=CNCCCN multiplicity=1
C -1.25 -1.59 -0.93
N -1.49 -0.20 -1.23
C -0.90 0.73 -0.14
C 0.58 0.91 -0.32
C 1.51 0.15 0.68
N 1.45 0.78 2.03
H -1.32 -2.33 -1.73
H -2.00 -1.87 -0.17
H -0.23 -1.87 -0.63
H -1.15 0.12 -2.13
H -1.14 0.06 0.71
H -1.67 1.49 -0.22
H 0.98 0.82 -1.34
H 0.87 1.95 -0.11
H 1.35 -0.92 0.61
H 2.51 0.34 0.29
H 0.66 1.41 1.95
H 1.24 0.04 2.69

---

Entry 3:
50
Properties=species:S:1:pos:R:3 method="wB97M-V/def2-TZVPD" de_lowest_kcal_mol=3.7 e_tot_ha=-1335.5138 lumo_ev=0.76 smiles=CCOc1cc(CN2CCN(c3cccc(C(F)(F)F)c3)CC2)ccc1O multiplicity=1
C 6.30 0.70 0.54
C 5.71 0.10 -0.73
O 4.72 -0.86 -0.47
C 3.49 -0.45 0.00
C 3.01 0.85 0.03
C 1.74 1.13 0.52
C 1.23 2.55 0.56
N -0.13 2.60 0.06
C -0.21 2.31 -1.36
C -1.69 2.39 -1.77
N -2.56 2.32 -0.62
C -2.84 1.10 -0.04
C -3.78 1.02 1.00
C -4.12 -0.19 1.56
C -3.56 -1.37 1.11
C -2.66 -1.30 0.06
C -2.06 -2.58 -0.44
F -2.99 -3.41 -0.96
F -1.45 -3.29 0.53
F -1.14 -2.41 -1.41
C -2.29 -0.09 -0.51
C -2.37 3.49 0.22
C -0.86 3.81 0.36
C 0.94 0.10 0.97
C 1.40 -1.21 0.94
C 2.66 -1.49 0.46
O 3.11 -2.77 0.43
H 6.71 -0.08 1.17
H 7.10 1.40 0.28
H 5.54 1.23 1.11
H 5.33 0.89 -1.39
H 6.48 -0.45 -1.28
H 3.63 1.67 -0.32
H 1.91 3.22 0.00
H 1.21 2.89 1.60
H 0.20 1.31 -1.52
H 0.39 3.03 -1.96
H -1.89 3.36 -2.25
H -1.95 1.61 -2.49
H -4.27 1.91 1.36
H -4.85 -0.22 2.37
H -3.83 -2.32 1.54
H -1.57 -0.10 -1.30
H -2.90 4.34 -0.23
H -2.79 3.31 1.20
H -0.64 4.12 1.39
H -0.58 4.64 -0.31
H -0.05 0.32 1.34
H 0.78 -2.03 1.28
H 4.01 -2.76 0.05

---

Entry 4:
17
Properties=species:S:1:pos:R:3 method="wB97M-V/def2-TZVPD" de_lowest_kcal_mol=54.0 e_tot_ha=-438.2431 lumo_ev=0.74 smiles="O=CCCNC=O.O" multiplicity=1
O 2.62 -2.10 -1.12
C 2.62 -0.90 -1.21
C 1.33 -0.07 -0.92
C 0.17 -0.96 -0.29
N -0.69 -0.18 0.60
C -1.17 -0.51 1.86
O -2.05 0.26 2.24
H 3.56 -0.43 -1.61
H 1.61 0.80 -0.32
H 0.88 0.52 -1.71
H -0.58 -1.27 -1.15
H 0.67 -1.96 0.08
H -1.14 0.70 0.13
H -0.78 -1.35 2.40
O -2.18 2.25 0.15
H -2.56 2.09 0.99
H -2.30 3.10 -0.14

---

Entry 5:
63
Properties=species:S:1:pos:R:3 method="wB97M-V/def2-TZVPD" de_lowest_kcal_mol=49.0 e_tot_ha=-1307.2759 lumo_ev=0.80 smiles="CCO[C@H]1OC(C(=O)N2CCN(Cc3ccccc3)CC2)=C[C@@H](C)[C@@H]1CCCO" multiplicity=1
C 0.24 -3.25 0.30
C -1.20 -3.69 0.12
O -2.03 -2.73 -0.52
C -2.44 -1.66 0.25
O -1.37 -0.72 0.33
C -1.72 0.53 0.76
C -0.58 1.44 1.15
O -0.67 2.10 2.17
N 0.48 1.52 0.33
C 0.68 0.87 -0.94
C 1.98 0.07 -0.92
N 3.09 0.96 -0.61
C 4.37 0.29 -0.70
C 5.50 1.28 -0.64
C 6.62 1.05 0.16
C 7.66 1.97 0.19
C 7.59 3.12 -0.57
C 6.48 3.36 -1.36
C 5.44 2.44 -1.40
C 2.88 1.56 0.70
C 1.60 2.37 0.69
C -2.97 0.94 0.92
C -4.16 0.12 0.53
C -5.22 0.99 -0.14
C -3.68 -1.02 -0.38
C -4.75 -2.07 -0.72
C -5.32 -2.83 0.47
C -6.46 -3.74 0.03
O -7.53 -2.93 -0.41
H 0.29 -2.38 0.95
H 0.82 -4.06 0.74
H 0.67 -2.99 -0.66
H -1.64 -3.95 1.10
H -1.25 -4.57 -0.53
H -2.67 -1.99 1.28
H -0.16 0.21 -1.17
H 0.75 1.65 -1.72
H 2.15 -0.37 -1.90
H 1.89 -0.74 -0.18
H 4.41 -0.23 -1.67
H 4.50 -0.48 0.09
H 6.68 0.15 0.75
H 8.52 1.78 0.81
H 8.40 3.84 -0.54
H 6.42 4.26 -1.95
H 4.57 2.62 -2.01
H 3.73 2.21 0.92
H 2.82 0.79 1.49
H 1.39 2.80 1.67
H 1.69 3.18 -0.05
H -3.14 1.93 1.32
H -4.60 -0.31 1.44
H -6.12 0.42 -0.35
H -5.48 1.82 0.52
H -4.84 1.40 -1.07
H -3.35 -0.58 -1.33
H -4.30 -2.78 -1.41
H -5.57 -1.57 -1.23
H -4.55 -3.45 0.94
H -5.71 -2.14 1.21
H -6.78 -4.37 0.87
H -6.12 -4.40 -0.78
H -8.26 -3.50 -0.71

---

Entry 6:
85
Properties=species:S:1:pos:R:3 method="wB97M-V/def2-TZVPD" e_tot_ha=-13334.1598 lumo_ev=-0.67 multiplicity=1
C 0.43 2.70 4.19
C 0.24 1.52 3.47
C 0.97 1.21 2.14
C 2.32 2.02 2.10
C 3.20 1.30 1.01
S 2.23 1.39 -0.54
O 2.29 2.84 -0.94
O 2.88 0.47 -1.41
O 0.73 0.86 -0.32
C 0.12 1.47 0.87
H -0.06 3.66 3.93
H 1.05 2.62 5.10
H -0.43 0.75 3.87
H 1.27 0.15 2.14
H 2.81 1.96 3.08
H 2.06 3.04 1.78
H 4.17 1.80 0.92
H 3.28 0.22 1.22
H -0.86 0.97 0.99
H -0.03 2.54 0.62
C 2.15 2.09 -4.67
Cl 1.31 0.55 -4.96
Cl 2.67 2.23 -2.98
H 3.02 2.14 -5.32
H 1.47 2.91 -4.90
C -2.02 -1.35 -5.38
Cl -1.73 -2.58 -6.62
Cl -3.64 -0.66 -5.53
H -1.92 -1.81 -4.40
H -1.29 -0.56 -5.50
C 4.90 5.03 -0.89
Cl 5.44 6.70 -0.66
Cl 5.40 4.01 0.47
H 3.82 5.02 -0.95
H 5.34 4.65 -1.81
C -0.89 -6.19 -7.88
Cl -1.89 -7.43 -7.12
Cl -0.67 -6.51 -9.60
H -1.37 -5.23 -7.76
H 0.09 -6.19 -7.40
C 7.77 4.42 -4.00
Cl 7.51 6.16 -4.14
Cl 6.29 3.58 -3.54
H 8.11 4.03 -4.95
H 8.53 4.24 -3.23
C 0.12 6.17 5.74
Cl -0.90 5.61 7.07
Cl -0.57 5.74 4.17
H 0.22 7.25 5.80
H 1.10 5.70 5.83
C -5.43 2.28 -6.18
Cl -5.68 4.03 -6.31
Cl -6.93 1.44 -5.75
H -5.08 1.91 -7.13
H -4.69 2.10 -5.41
C 0.94 0.38 -8.45
Cl 1.23 -0.85 -9.69
Cl -0.68 1.07 -8.61
H 1.02 -0.08 -7.47
H 1.67 1.17 -8.56
C 0.36 2.96 9.38
Cl -0.74 1.85 10.19
Cl 0.63 2.49 7.69
H -0.07 3.96 9.40
H 1.31 2.96 9.90
C -3.81 -9.02 -4.62
Cl -4.64 -10.55 -4.90
Cl -3.27 -8.88 -2.94
H -2.95 -8.96 -5.27
H -4.50 -8.21 -4.83
C -0.47 -10.63 -5.50
Cl 0.84 -9.52 -5.89
Cl -1.68 -10.69 -6.80
H -0.06 -11.62 -5.36
H -0.96 -10.30 -4.59
C -3.86 -0.44 11.09
Cl -3.17 -0.88 9.52
Cl -2.59 -0.24 12.31
H -4.40 0.50 10.98
H -4.53 -1.22 11.40
C -4.91 -1.99 14.79
Cl -5.81 -1.10 13.55
Cl -4.72 -3.69 14.35
H -3.93 -1.54 14.89
H -5.45 -1.92 15.73

---

| no. | orbital gap (eV) |
| --- | --- |
| 1 | 8.38 |
| 2 | 9.74 |
| 3 | 8.65 |
| 4 | 9.93 |
| 5 | 9.40 |
| 6 | 7.38 |